The following is a DFT calculation (ωB97M-V with the def2-TZVPD basis set) of a structure of composition C16H32AgCuN2O14S4.

Geometry as XYZ:
```
70
C16H32AgCuN2O14S4 | the OMol25 dataset | ωB97M-V with the def2-TZVPD basis set
Cu -2.8227 2.1809 16.6579
Ag -4.2097 -0.5520 12.9837
N -5.8290 0.7597 15.9681
O -5.1125 1.5871 16.4348
O -5.4264 0.2001 14.9908
O -6.8620 0.5614 16.5440
N -3.2925 2.8143 13.5925
O -2.5412 3.1576 14.5450
O -3.8435 3.6505 12.9540
O -3.4945 1.6238 13.3299
C -9.3089 -1.7069 14.5517
C -8.9335 -2.6889 15.6999
C -7.4083 -2.9734 15.6411
S -7.0247 -3.0244 13.8109
O -7.0020 -4.4514 13.3834
O -5.8878 -2.1671 13.4655
C -8.6225 -2.1433 13.2677
H -8.9890 -0.7228 14.8940
H -10.3931 -1.7098 14.4388
H -9.3440 -3.6986 15.7038
H -9.2179 -2.1788 16.6202
H -6.8386 -3.6547 16.2730
H -7.0357 -1.9944 15.9425
H -9.2769 -2.9436 12.9223
H -8.4410 -1.5105 12.3989
C -6.2761 0.3898 20.6630
C -5.9484 -0.8207 19.7373
C -4.5041 -0.8663 19.2638
S -3.6858 0.6376 19.8307
O -3.0177 1.4548 18.8078
O -2.9241 0.2281 21.0256
C -5.2975 1.5249 20.2806
H -6.2373 0.0968 21.7122
H -7.2995 0.7185 20.4820
H -6.5863 -0.7311 18.8580
H -6.2518 -1.7390 20.2399
H -4.4964 -0.6250 18.2008
H -3.8723 -1.7351 19.4485
H -5.5566 2.0715 19.3738
H -5.0939 2.2501 21.0685
C -8.6361 5.3980 17.9251
C -7.9950 4.0040 17.6534
C -8.5620 2.9431 18.6743
S -10.2455 3.5073 19.0875
O -10.3982 3.5567 20.5462
O -11.2168 2.8029 18.2725
C -10.0681 5.2566 18.5001
H -8.6390 5.8499 16.9332
H -8.0054 5.9903 18.5881
H -6.9101 3.9753 17.5524
H -8.3843 3.6493 16.6991
H -7.9587 2.9759 19.5815
H -8.6283 1.8928 18.3907
H -10.1474 5.9817 19.3101
H -10.8226 5.4628 17.7410
C -7.2577 3.8869 12.9266
C -7.7756 3.7467 11.4485
C -7.0151 2.5163 10.8715
S -7.2407 1.3054 12.2181
O -6.1326 0.3576 12.2177
O -8.6475 0.8410 12.2813
C -6.9604 2.5522 13.5700
H -8.0306 4.4032 13.4960
H -6.4367 4.6035 12.9064
H -7.5417 4.6184 10.8373
H -8.8469 3.5780 11.3385
H -5.9659 2.7266 10.6639
H -7.4903 2.1298 9.9699
H -5.9128 2.5210 13.8695
H -7.5180 2.2609 14.4601
```

Output
spin multiplicity = 2
charge = +1
gap between HOMO and LUMO (alpha / beta) = 8.65 / 4.07 eV
HOMO (alpha / beta) = -12.6 / -12.6 eV
electronic energy = -5171.2225 Eh

=====

The following is a DFT calculation (ωB97M-V with the def2-TZVPD basis set) of a structure of composition C16H32AgF4Li2O12P2S4.

Geometry as XYZ:
```
73
C16H32AgF4Li2O12P2S4 | the OMol25 dataset | ωB97M-V with the def2-TZVPD basis set
Li -12.2260 -4.0518 11.9173
Li -17.0227 -3.2716 11.1663
Ag -12.5810 -1.2904 14.0221
O -16.4678 -3.4520 13.2721
P -15.0987 -3.3897 14.0306
O -13.8230 -3.6501 13.3492
F -15.0926 -4.2558 15.4038
F -14.7745 -1.9203 14.5896
O -15.2942 -2.2586 10.3667
P -13.9269 -1.7034 10.6130
O -13.5728 -1.0137 11.9487
F -13.4289 -0.7362 9.4452
F -12.8620 -2.9928 10.4817
C -14.2060 -1.2558 18.4709
C -14.9533 -0.4594 17.3757
C -16.4497 -0.8431 17.4048
S -16.8695 -0.7714 19.2262
O -17.8038 -1.7627 19.6479
O -17.1338 0.5617 19.7526
C -15.0901 -1.1682 19.7470
H -13.2480 -0.7660 18.6456
H -14.1384 -2.3104 18.2037
H -14.5967 -0.8304 16.4148
H -14.6809 0.5843 17.5322
H -16.5506 -1.8861 17.1047
H -17.1771 -0.3462 16.7629
H -15.2059 -2.1541 20.1973
H -14.9156 -0.3341 20.4266
C -18.5441 2.1750 12.5629
C -18.1122 1.2358 13.8070
C -16.7832 0.5706 13.4996
S -15.8672 1.7949 12.4808
O -15.5811 1.1015 11.2048
O -14.7214 2.3858 13.1778
C -17.3088 3.0658 12.3032
H -19.5247 2.6460 12.6325
H -18.7211 1.4078 11.8091
H -18.8451 0.4358 13.9116
H -17.8671 1.9008 14.6351
H -16.9444 -0.3303 12.9076
H -16.1617 0.4385 14.3853
H -17.0738 3.4610 11.3149
H -17.0553 3.8797 12.9824
C -14.4528 -8.8212 15.5573
C -15.3191 -7.6802 15.5504
C -15.9263 -7.4082 14.0948
S -15.0269 -8.4989 12.9060
O -14.5180 -7.6854 11.8191
O -15.8499 -9.6753 12.6616
C -13.7616 -8.9895 14.1835
H -15.0635 -9.7213 15.6269
H -13.7022 -8.7819 16.3468
H -14.7820 -6.7993 15.9020
H -16.0424 -7.7298 16.3643
H -15.5276 -6.4181 13.8738
H -16.9957 -7.4451 13.8872
H -12.9780 -8.2442 14.3202
H -13.3851 -9.9872 13.9578
C -10.9507 -6.1618 15.9918
C -9.5950 -5.6292 16.6435
C -9.6928 -4.1438 16.4676
S -11.4137 -3.6085 16.7180
O -11.9515 -2.8265 15.6134
O -11.4939 -3.0584 18.0477
C -12.0544 -5.3445 16.5520
H -11.1025 -7.2126 16.2385
H -10.8890 -6.0734 14.9071
H -8.6581 -5.9443 16.1841
H -9.4190 -5.8762 17.6904
H -9.3691 -3.9002 15.4558
H -9.0416 -3.6003 17.1521
H -13.0162 -5.3696 16.0397
H -12.4464 -5.6692 17.5158
```

Output
spin multiplicity = 2
gap between HOMO and LUMO (alpha / beta) = 2.91 / 8.51 eV
HOMO (alpha / beta) = -3.8 / -9.6 eV
electronic energy = -4368.9122 Eh

=====

The following is a DFT calculation (ωB97M-V with the def2-TZVPD basis set) of a structure of composition C16H32AlBCl3N4O12Pb.

Geometry as XYZ:
```
70
C16H32AlBCl3N4O12Pb | the OMol25 dataset | ωB97M-V with the def2-TZVPD basis set
Pb -24.8636 11.1114 6.0436
Al -28.3744 10.0054 9.9665
Cl -28.1223 6.3148 8.6952
O -29.3924 6.9722 9.0582
O -27.9042 5.1229 9.4026
O -28.1559 6.0986 7.2785
O -27.1443 7.3434 9.0082
Cl -30.7045 10.7297 6.6792
O -30.1225 9.4385 7.0359
O -29.8788 11.7133 7.3596
O -30.5814 11.0251 5.2831
O -32.0677 10.6831 7.0731
Cl -23.2812 9.9945 9.9474
O -23.8113 9.7260 8.6162
O -24.2391 9.5220 10.8957
O -22.0541 9.2429 10.0519
O -23.0124 11.3897 10.0860
B -26.6226 9.9218 7.4490
H -25.7167 9.2172 7.0604
H -27.6531 9.3306 7.7098
H -26.2596 10.5185 8.4340
H -26.9156 10.6324 6.5021
C -26.4997 14.8352 12.7717
C -25.6677 15.4360 11.6561
C -24.9679 14.4214 10.7558
C -25.8987 13.5321 10.0582
N -26.6585 12.8049 9.6010
H -27.5524 14.7098 12.5223
H -26.4794 15.4690 13.6617
H -26.1163 13.8857 13.1563
H -24.9185 16.1402 12.0259
H -26.2745 16.1301 11.0640
H -24.3596 13.7723 11.3926
H -24.3075 14.8832 10.0227
C -27.0527 6.8299 2.3177
C -28.1052 7.0663 3.3988
C -27.5765 7.7813 4.6401
C -26.8028 8.9752 4.3303
N -26.1995 9.9244 4.0777
H -26.1658 6.3478 2.7355
H -26.8028 7.7810 1.8505
H -27.4170 6.0990 1.5978
H -28.5049 6.1080 3.7365
H -28.9640 7.5912 2.9778
H -26.9307 7.1245 5.2343
H -28.3365 8.0585 5.3767
C -23.1218 6.3340 2.6588
C -22.5662 7.7099 2.3104
C -21.9508 8.4662 3.5075
C -22.8836 8.5778 4.6294
N -23.5891 8.6353 5.5357
H -23.4921 5.8860 1.7392
H -23.8736 6.4055 3.4435
H -22.3173 5.6963 3.0282
H -23.2498 8.4016 1.8148
H -21.7484 7.5912 1.5942
H -21.7316 9.4902 3.1962
H -21.0281 8.0080 3.8623
C -29.3462 14.8924 5.9616
C -29.5117 14.5486 4.4837
C -28.1768 14.2862 3.7674
C -27.2610 13.4714 4.5704
N -26.6276 12.8269 5.2739
H -30.2672 15.2815 6.3900
H -28.5837 15.6623 6.1115
H -29.0291 14.0147 6.5263
H -29.9845 15.3986 3.9925
H -30.1328 13.6642 4.3552
H -27.5696 15.1510 3.4879
H -28.3608 13.6873 2.8708
```

Output
spin multiplicity = 1
charge = +1
gap between HOMO and LUMO = 2.53 eV
HOMO = -12.2 eV
electronic energy = -3590.0740 Eh
ΔE to the lowest compared entry with this formula, charge and spin = 0.0 kcal per mole

=====

The following is a DFT calculation (ωB97M-V with the def2-TZVPD basis set) of a structure of composition C16H32AsN7O5OsSSe.

Geometry as XYZ:
```
64
C16H32AsN7O5OsSSe | the OMol25 dataset | ωB97M-V with the def2-TZVPD basis set
Os -0.0282 2.3279 0.4611
C 1.9401 -5.0935 -5.5987
C 1.6822 -4.0643 -4.5022
S 0.5577 -4.7572 -3.3090
O 1.2172 -5.8337 -2.6335
O -0.7242 -4.9308 -3.9356
C 0.3289 -3.4598 -2.0798
C -0.6991 -2.4394 -2.5384
N -0.9377 -1.4242 -1.4883
C -0.2581 -0.2802 -1.3395
N -0.7419 0.4068 -0.2947
C -1.7774 -0.3200 0.2394
C -1.8941 -1.4502 -0.4901
N -2.8083 -2.5396 -0.2273
O -2.6060 -3.5907 -0.7956
O -3.6919 -2.2948 0.5591
C 0.8878 0.1792 -2.1671
H 2.6200 -4.6703 -6.3359
H 1.0131 -5.3681 -6.0987
H 2.3948 -5.9911 -5.1845
H 1.2165 -3.1595 -4.8986
H 2.5931 -3.8057 -3.9604
H 1.2991 -3.0219 -1.8409
H -0.0346 -4.0093 -1.2096
H -1.6390 -2.9323 -2.7575
H -0.3847 -1.9095 -3.4347
H -2.3498 -0.0095 1.0963
H 0.9818 -0.3838 -3.0911
H 1.8177 0.0716 -1.6053
H 0.7634 1.2332 -2.4143
Se 2.0788 3.1220 0.4874
C 2.1609 -1.3718 4.8164
C 1.1025 -0.9220 5.8188
C -0.1852 -1.7283 5.6856
C 0.8484 0.5857 5.7368
N 0.3264 0.9937 4.4190
C 0.9709 1.2996 3.3083
N 0.0556 1.5236 2.3783
N -1.1628 1.3533 2.9642
N -0.9989 1.0424 4.1825
H 2.4232 -2.4141 4.9909
H 3.0771 -0.7824 4.8974
H 1.7914 -1.3122 3.7874
H 1.5003 -1.0695 6.8262
H -0.6165 -1.6376 4.6850
H -0.9378 -1.4110 6.4075
H 0.0192 -2.7848 5.8537
H 1.7640 1.1527 5.8996
H 0.0990 0.9083 6.4565
H 2.0394 1.3554 3.1874
C -2.3098 4.9589 -2.8794
As -1.1191 4.9885 -1.3960
C 0.5052 5.8902 -1.8316
C -1.9464 5.7376 0.1522
O -0.7596 3.3415 -1.0563
H -2.5516 5.9896 -3.1400
H -3.2186 4.4239 -2.6127
H -1.8195 4.4742 -3.7211
H 0.2834 6.9105 -2.1432
H 0.9877 5.3523 -2.6458
H 1.1552 5.9040 -0.9588
H -2.2477 6.7626 -0.0635
H -1.2308 5.7380 0.9734
H -2.8229 5.1455 0.4091
```

Output
spin multiplicity = 5
charge = +2
gap between HOMO and LUMO (alpha / beta) = 8.05 / 6.49 eV
HOMO (alpha / beta) = -14.4 / -14.6 eV
electronic energy = -6513.7173 Eh

=====

Number 1: F_max 6.217 eV/Å. Number 2: F_max 4.007 eV/Å. Number 3: F_max 3.223 eV/Å. Number 4: F_max 0.458 eV/Å.